[1]
DFT (ωB97M-V/def2-TZVPD) results for a structure of composition C44H61As3MnN3O2Sb2.

Positions of all 116 atoms, in Å:
Mn: 0.9958 0.5549 -0.0787
C: 0.2591 -0.4596 3.4472
As: 1.2460 -1.1536 1.9382
C: 0.6650 -2.9749 1.8394
C: 3.0496 -1.1757 2.7787
C: 4.2504 -1.7210 1.9526
C: 5.3407 -1.9049 3.0142
C: 4.7757 -0.6377 0.9515
As: 3.5899 0.0101 -0.4968
C: 4.7514 1.4735 -0.9490
C: 3.9422 -1.0809 -2.0397
C: 3.9832 -3.0330 1.2704
As: 5.4211 -4.3345 1.0222
C: 6.1968 -3.6616 -0.7216
C: 4.2539 -5.6921 0.2618
H: 0.6923 -0.7550 4.4141
H: -0.7419 -0.8670 3.3843
H: 0.2496 0.6212 3.4303
H: 0.8859 -3.3474 2.8260
H: 1.1111 -3.5496 1.0191
H: -0.4473 -3.0475 1.8054
H: 2.9480 -1.7843 3.7079
H: 3.2088 -0.1579 3.1656
H: 5.3844 -1.0415 3.6223
H: 6.3789 -1.9603 2.5707
H: 5.2731 -2.7553 3.6344
H: 5.6875 -1.0955 0.4565
H: 5.0486 0.2585 1.4956
H: 5.7479 0.9799 -1.0732
H: 4.9180 2.1168 -0.0585
H: 4.5429 2.0834 -1.8565
H: 5.0136 -1.0497 -2.3653
H: 3.1884 -0.9170 -2.7888
H: 3.7156 -2.0930 -1.6543
H: 3.4570 -2.8065 0.2971
H: 3.3867 -3.6942 1.9262
H: 6.9622 -2.9260 -0.4787
H: 5.4324 -3.2705 -1.3897
H: 6.6975 -4.5442 -1.1902
H: 3.5465 -6.0021 1.0786
H: 4.7809 -6.5985 -0.0382
H: 3.6227 -5.2489 -0.5199
C: -2.9576 -1.1783 0.6954
C: -3.2724 0.3135 0.8099
C: -2.1805 1.1792 0.1046
Sb: -2.1693 1.3272 -2.1263
C: -3.5160 3.0625 -2.1249
C: -4.8543 3.1208 -1.6058
C: -5.7498 4.0598 -2.0415
C: -5.3937 5.0490 -2.9499
C: -4.0745 5.1153 -3.4064
C: -3.2133 4.0961 -3.0024
C: -0.3349 2.5463 -2.0747
C: -0.3311 3.8295 -1.5907
C: 0.7860 4.5978 -1.8048
C: 1.8587 4.1550 -2.5564
C: 1.8394 2.8349 -3.0589
C: 0.6942 2.0520 -2.8374
Sb: -3.1907 -2.1011 -1.3361
C: -2.7463 -4.1081 -0.6512
C: -2.6362 -5.0866 -1.6447
C: -2.3919 -6.4289 -1.2889
C: -2.1596 -6.8421 0.0009
C: -2.2220 -5.8243 0.9599
C: -2.5933 -4.4994 0.6458
C: -5.3267 -2.2470 -1.4324
C: -6.0094 -1.2404 -2.0793
C: -7.3750 -1.2232 -2.1791
C: -8.1109 -2.3393 -1.7377
C: -7.4173 -3.3666 -1.1609
C: -6.0279 -3.3333 -0.8868
H: -3.6376 -1.7899 1.2827
H: -1.8999 -1.3711 0.9647
H: -3.1926 0.6268 1.8767
H: -4.3219 0.6166 0.4996
H: -1.2785 0.5521 0.2684
H: -2.0174 2.1837 0.4814
H: -5.1813 2.3697 -0.8702
H: -6.7037 4.1313 -1.5576
H: -6.0973 5.8275 -3.1345
H: -3.7263 5.7791 -4.2308
H: -2.1564 4.0791 -3.3737
H: -1.1517 4.1462 -0.9597
H: 0.9699 5.5814 -1.4499
H: 2.6811 4.8049 -2.7021
H: 2.7345 2.4854 -3.5766
H: 0.7147 1.0455 -3.2547
H: -2.8312 -4.8794 -2.7121
H: -2.3498 -7.2135 -2.0492
H: -1.9999 -7.8312 0.2611
H: -2.0694 -6.0925 1.9990
H: -2.7049 -3.8467 1.5300
H: -5.4650 -0.3710 -2.4199
H: -7.9290 -0.4283 -2.6748
H: -9.1693 -2.4353 -1.8617
H: -7.9536 -4.3169 -0.9490
H: -5.5252 -4.1887 -0.3831
O: 0.0462 -1.5805 -3.5188
C: 0.0475 -1.1686 -2.4173
N: 0.1514 -0.7318 -1.2871
N: 1.1841 2.4304 0.8093
C: 1.0943 3.5124 1.2142
N: 1.0359 4.7160 1.6479
C: -0.0944 5.2029 2.4108
C: 0.4391 5.7262 3.7809
O: 1.4111 6.6923 3.4901
C: 2.5045 6.1367 2.8596
C: 2.1113 5.7127 1.4454
H: -0.7201 4.3727 2.6219
H: -0.6099 6.0043 1.9006
H: 0.8878 4.8762 4.3519
H: -0.4056 6.1560 4.3312
H: 2.9643 5.3359 3.5047
H: 3.2116 6.9699 2.7931
H: 2.9558 5.3371 0.8892
H: 1.7111 6.5572 0.9178

Output
HOMO (alpha / beta), eV: -9.68 / -9.68
Frontier orbital gap (alpha / beta), eV: 7.6 / 7.4
Total charge: +1
2S+1: 6



[2]
DFT (ωB97M-V/def2-TZVPD) results for a structure of composition C4H5NO2.

Positions of all 12 atoms, in Å:
C: -2.0606 -0.3866 0.3957
C: -0.4957 1.1445 -0.1996
C: 0.7811 1.1994 0.1271
C: 1.0910 -0.1328 -0.0143
H: -1.6630 0.0326 1.5209
H: -2.9469 0.0069 0.0549
H: -2.4531 -1.4867 0.3407
H: -1.1451 2.0132 0.1213
H: 1.6546 1.9165 0.2316
N: -1.0087 -0.0765 -0.5484
O: 2.1792 -0.6208 0.1876
O: 0.0357 -0.9910 -0.2231

Output
HOMO, eV: -9.62
Frontier orbital gap, eV: 10.1



[3]
DFT (ωB97M-V/def2-TZVPD) results for a cluster of 3 separate species, C5H10O2 in total.

Positions of all 17 atoms, in Å:
C: 1.7022 1.2890 -0.7007
O: 1.1694 0.5896 0.3343
C: 0.4984 -0.5302 0.0125
C: 0.1970 -1.4081 1.2277
O: -1.1811 -1.5066 0.8298
C: -1.0080 -0.5841 -0.2716
C: -1.8215 0.6822 -0.0971
H: 2.1233 0.0212 -1.3939
H: 0.9720 1.5476 -1.4635
H: 2.3197 2.1678 -0.3789
H: 1.2735 -0.9085 -1.3407
H: 0.3140 -0.9113 2.2110
H: 0.7026 -2.3772 1.2479
H: -1.2470 -1.0807 -1.2194
H: -1.7145 1.3511 -0.9595
H: -2.8765 0.4015 -0.0099
H: -1.5291 1.2286 0.8063

Output
HOMO, eV: -9.34
Frontier orbital gap, eV: 10.2



[4]
DFT (ωB97M-V/def2-TZVPD) results for the ion C3H4N3O2 with charge +1.

Positions of all 12 atoms, in Å:
C: 1.0722 1.6417 1.3505
N: 0.3631 0.7509 1.5413
C: -0.5047 -0.2400 1.4176
C: -0.9999 -0.6372 0.1979
N: -0.2817 -0.5368 -0.9799
O: -0.5998 -1.1911 -2.0992
N: 0.8095 0.1778 -0.8925
O: 1.4563 0.1918 -1.9410
H: 1.5474 2.6460 1.4714
H: -1.0043 -0.6533 2.3633
H: -1.8545 -1.3155 0.3080
H: -0.0037 -0.8343 -2.7373

Output
HOMO, eV: -14.02
Frontier orbital gap, eV: 8.1
SMILES: C#[N+]/C=C\N(O)N=O
Total charge: +1



Sequential F_max output: 0.066 0.128 0.061 0.069 Eh/bohr